(1)
Below is an isolated molecule of C3H4P2 in a non-equilibrium geometry, with properties calculated with ωB97M-V/def2-TZVPD.

XYZ file:
```
9
Properties=species:S:1:pos:R:3:mulliken_charge:R:1
C 0.4226 0.6248 -0.2498 -0.28
C 0.0916 -0.8610 0.3125 -0.35
P -0.3139 1.5459 1.0903 -0.09
H -0.4407 2.7093 0.1125 0.03
P 0.8528 -1.2712 -1.3734 0.07
H 2.3022 -1.7590 -1.0542 0.06
C -1.0157 0.1843 0.0733 -0.35
H -2.0572 0.0694 -0.1778 0.45
H 0.1584 -1.2425 1.2669 0.46
```

- Lowest unoccupied orbital energy (spin up / spin down): -1.0 / -1.0 eV
- Relative energy (zero: lowest compared OMol25 entry of this formula, charge and spin): 103.2 kcal per mole
- M: 102.01 g/mol
- SMILES: P1[C@@H]2[C@H]3PC123
- Energy: -799.17837 Eh

(2)
Below is a structure of composition C3H12InN6O3 in a non-equilibrium geometry, with properties calculated with ωB97M-V/def2-TZVPD.

XYZ file:
```
25
Properties=species:S:1:pos:R:3:mulliken_charge:R:1
O 0.5389 0.2159 0.1615 -0.49
O 1.6396 2.1303 -0.0083 -0.50
C -0.1207 -0.5409 0.8236 0.93
N 0.2967 -1.1758 1.8704 -0.39
H -1.1875 -0.4164 -1.1272 0.18
H -1.6067 -1.6455 -2.1126 0.31
H 1.3926 -2.7578 -3.0835 0.26
H -1.7756 -1.3268 1.3892 0.21
H -0.6062 1.0583 -0.2756 0.26
N -0.5055 1.8308 0.3672 -0.29
H -1.9613 -0.1493 0.0615 0.28
H 1.2901 -1.0309 1.9806 0.19
H 1.4344 3.4865 2.1069 0.28
H -0.2813 -1.6288 2.5638 0.28
N 0.6006 3.0112 1.7924 -0.35
C 0.6494 2.4295 0.6304 0.77
N -1.3985 -0.7281 0.6684 -0.42
N 0.5498 -2.4268 -2.6362 -0.30
H -0.3502 -2.8783 -2.5567 0.23
O 1.1913 -0.5302 -1.7407 -0.28
C 0.3918 -1.3558 -1.9273 0.68
H -1.2669 2.2345 0.8939 0.22
In 2.1288 0.3533 -0.6103 0.83
H -0.2116 3.0631 2.3906 0.21
N -0.8321 -1.2221 -1.6218 -0.09
```

- Lowest unoccupied orbital energy: -15.1 eV
- Relative energy (zero: lowest compared OMol25 entry of this formula, charge and spin): 204.3 kcal per mole
- M: 294.99 g/mol
- Energy: -864.50006 Eh
- Total charge: +3

(3)
Below is a structure of composition C26H60BeN2O4S4SeSi2 in a non-equilibrium geometry, with properties calculated with ωB97M-V/def2-TZVPD.

XYZ file:
```
100
Properties=species:S:1:pos:R:3:mulliken_charge:R:1
O -2.6333 0.0526 -2.2805 -0.33
C 3.3834 1.4259 -0.1918 -0.32
C 2.9149 -2.4906 3.5807 -1.64
H 4.2665 1.1153 -4.3493 0.53
C 0.1024 -3.5287 1.1613 1.19
H -1.5159 -0.5581 -5.0270 0.34
H 4.3133 -1.9024 1.1929 0.33
H -1.3278 0.6855 5.1160 0.27
H 1.9963 2.2269 5.7295 0.33
H -1.5838 -1.9347 2.5846 -0.66
H -4.1826 -1.8980 -1.3883 -0.46
H -4.8334 -0.8511 -5.9014 0.31
O 2.1721 2.0559 1.8329 0.75
H -0.1944 -4.5583 -0.7084 0.48
H 4.1128 1.7995 -0.9106 0.55
H -3.7629 2.0425 -1.5406 0.30
H 4.6062 -0.5658 4.6578 0.55
H 2.0350 3.1656 4.2233 0.05
H -1.1186 3.5741 4.0991 0.56
H 1.7799 4.3533 0.6863 0.36
H 2.6202 -1.1302 -5.5566 0.42
S -3.7179 -1.4120 0.8537 0.10
H -2.4144 -4.0020 -0.0848 0.35
H 0.8686 -0.9912 -5.6873 0.29
Si 1.3978 0.6819 2.2130 -2.17
H 0.9809 3.6727 5.5617 0.49
H 2.8993 -0.0977 4.8134 0.19
H 1.9747 -2.3519 4.1168 0.34
H 0.2344 2.0039 -5.6866 0.26
C 3.5468 1.0842 -3.5268 -0.92
H 1.1685 3.1142 -4.6909 0.27
H 2.7503 4.0604 -0.7727 0.42
C 4.1981 3.1976 1.3802 -1.89
H 3.8249 0.6038 0.3681 -0.54
O 0.8729 0.8609 3.7398 -0.14
H 5.3373 -1.9867 2.6415 0.44
H 3.6651 -2.8750 4.2728 0.47
C -6.0300 0.0167 -2.9802 -1.14
H -1.0407 2.0958 6.1616 0.42
H -5.9034 -0.8423 -3.6333 0.40
H 0.2869 -2.5295 1.5406 -1.27
H -0.0010 3.2625 2.7533 0.15
H -5.4503 2.4708 -1.8995 0.35
H 4.7865 2.4491 1.9150 0.34
H 4.8245 3.6474 0.6090 0.43
C -2.1911 -2.8131 2.7796 0.54
H 3.8938 3.9741 2.0837 0.36
H -1.9009 -1.7424 -3.7818 0.02
H 3.8426 0.2892 -2.8413 0.23
H -6.7837 0.6803 -3.4107 0.31
C 2.1409 3.5862 -0.0011 -1.61
C 3.3749 -1.1583 2.9919 1.72
H 2.7634 -3.2197 2.7839 0.22
H -4.6990 -3.2220 -0.3377 0.69
H -2.5306 -1.9696 -5.4289 0.35
C -4.2574 -0.0356 -5.4559 -1.15
N -4.7690 0.7196 -2.7943 0.16
H 2.5121 1.0477 -0.7313 -0.36
H -4.2019 -2.1122 3.0443 0.44
H 0.9362 -4.1684 1.4532 0.46
O 2.3087 -0.6708 2.1652 1.00
C -0.6097 2.7960 3.5292 -1.46
Si 1.8009 0.7882 -4.1760 0.52
H -5.0726 1.1743 -0.7400 0.28
H 0.0738 0.7145 6.1999 0.34
Be -0.5616 -0.0728 -0.8620 -0.20
C 1.3951 2.8132 5.0325 -1.46
C 0.2746 1.9545 4.4469 1.72
C -3.6102 -2.5845 2.2591 -1.03
H 3.9613 0.7959 3.7170 0.17
Se 0.3235 0.9495 -2.3815 -0.11
S -0.3300 0.2123 1.0738 0.89
H -2.8434 -3.9388 -1.8009 0.54
C 0.0451 -3.5514 -0.3634 -1.26
H -4.1024 -3.5122 1.9645 0.34
H -2.2117 -3.0021 3.8534 0.51
C -4.7670 1.6493 -1.6769 -0.98
C 1.2297 2.2025 -5.2867 -1.10
H -6.4062 -0.3436 -2.0158 0.33
C -2.6501 -3.3385 -0.9086 -0.96
H 1.2843 3.1065 -0.4773 0.12
H -1.3500 2.1615 3.0418 0.28
H 3.5978 2.0306 -2.9878 0.13
C -0.5613 1.3252 5.5566 -1.75
C 2.9658 2.5476 0.7526 2.07
C 3.7332 -0.1931 4.1210 -1.37
N -3.4977 -0.5064 -4.3111 0.25
S -1.0877 -2.4332 -1.2754 0.24
H -4.9323 0.7644 -5.1708 0.40
H 1.5903 -1.6885 -4.2333 0.25
C -3.5691 0.0770 -3.0759 -0.08
C 4.6018 -1.3832 2.1077 -1.87
H -3.5703 0.3484 -6.2152 0.36
S -1.3332 -4.2444 2.0429 -0.29
H 1.9085 2.3788 -6.1241 0.38
C -3.8823 -2.5322 -0.5616 -0.17
C 1.7075 -0.9166 -4.9946 -1.00
H 5.0687 -0.4332 1.8447 0.35
C -2.2898 -1.2360 -4.6586 -0.81
H 1.0278 -3.2778 -0.7533 0.48
```

- Lowest unoccupied orbital energy: 0.4 eV
- M: 737.19 g/mol
- Energy: -6025.38770 Eh

(4)
Below is a structure of composition C17H34O2P2Pd in a non-equilibrium geometry, with properties calculated with ωB97M-V/def2-TZVPD.

XYZ file:
```
56
Properties=species:S:1:pos:R:3:mulliken_spin:R:1
H -2.8066 1.6876 1.5147 -0.01
H -0.2882 3.6455 -2.7735 0.00
C 0.4076 -1.0621 -1.8394 0.00
H 0.4954 -4.0626 0.5102 0.00
H 0.4865 -1.8333 -2.6352 0.00
H -4.0874 2.9772 -0.6631 0.07
H 3.9551 -0.4785 4.2076 0.00
H -1.0511 2.1219 1.4002 0.02
C 2.8118 -2.2605 -0.9349 0.00
H -4.5034 -1.3790 0.6983 -0.01
H -0.6146 -0.1073 0.3916 -0.04
C -1.8909 1.5819 0.9141 0.08
H 1.1842 0.3173 -3.3481 0.00
O 2.1451 0.6530 3.7972 0.00
C 0.1269 2.6622 -3.0353 0.00
C -3.9350 1.1150 -1.7750 0.10
H -5.3428 -0.5264 -1.4937 0.01
C -3.9036 -0.7082 0.0482 0.08
H -4.6981 1.5899 -2.4250 0.03
C -2.0625 2.2695 -0.4204 0.73
H 3.4476 -1.3621 -0.9309 0.00
C 0.2993 -3.4628 -0.3819 0.00
C -1.6210 0.0649 0.8521 0.08
P 0.5793 1.6983 -1.4587 0.03
H -1.4058 -0.2209 1.9121 0.00
C 1.2383 0.1764 -2.2543 0.01
H 3.8126 1.2115 4.8571 0.00
H 2.2619 -3.0435 2.5523 0.00
H -0.6702 2.1484 -3.5959 0.00
H 2.1956 3.4695 -1.7001 0.00
H 0.6334 -4.0013 -1.2899 0.00
H 3.2427 -3.0602 -0.3282 0.00
H -3.1477 0.5728 -2.3300 -0.03
H 3.9905 -2.5407 2.2005 0.00
H 2.6617 -2.6015 -1.9597 0.00
C -4.7415 0.1498 -0.8667 0.04
O 0.3572 -0.7509 3.2904 0.00
Pd 2.2789 -0.7895 1.1301 0.00
C -3.3160 2.2374 -0.9733 0.75
C 1.4801 -0.2689 3.0745 0.00
H 3.1638 -1.9202 3.6115 0.00
C 3.2885 0.2783 4.6485 0.00
C -2.5974 -0.8431 0.1520 -0.06
H -0.7897 -3.3816 -0.4512 0.00
H 2.7609 2.1022 -0.6622 0.00
H -0.6657 -0.8114 -1.6436 0.00
H -1.3590 3.0875 -0.6705 0.09
H 2.8760 -0.0499 5.6036 0.00
H 1.5459 3.2642 -0.0562 0.00
H -5.4383 0.7058 -0.2211 0.00
H 2.2979 0.1610 -1.9264 0.00
C 3.0070 -2.2375 2.5855 0.00
P 1.1324 -1.8626 -0.2995 0.00
H -2.1732 -1.8697 0.0091 0.01
H 1.0178 2.8050 -3.6800 0.00
C 1.9278 2.7421 -0.9377 0.02
```

- Lowest unoccupied orbital energy (spin up / spin down): -0.1 / -0.1 eV
- Relative energy (zero: lowest compared OMol25 entry of this formula, charge and spin): 128.4 kcal per mole
- Multiplicity: 3
- M: 438.82 g/mol
- Energy: -1628.81058 Eh

(5)
Below is an isolated molecule of CH4N2O2 in a non-equilibrium geometry, with properties calculated with ωB97M-V/def2-TZVPD.

XYZ file:
```
9
Properties=species:S:1:pos:R:3:mulliken_charge:R:1
H 0.6374 1.0999 -1.4097 0.32
N -0.1434 -0.1246 -0.0215 0.34
H -2.0508 0.1886 -0.0082 0.26
C 1.0201 0.3051 -0.7340 0.13
O 0.0094 -1.2079 0.8667 -0.46
H 0.9324 -1.4815 0.6852 0.37
N -1.2055 0.7148 0.2190 -0.66
O 2.0472 -0.3431 -0.8284 -0.56
H -1.2468 0.8487 1.2309 0.27
```

- Lowest unoccupied orbital energy: 0.9 eV
- Relative energy (zero: lowest compared OMol25 entry of this formula, charge and spin): 49.6 kcal per mole
- M: 76.05 g/mol
- SMILES: NN(O)C=O
- Energy: -300.40857 Eh

(6)
Below is a cluster of 2 separate species, C4H12OS2 in total in a non-equilibrium geometry, with properties calculated with ωB97M-V/def2-TZVPD.

XYZ file:
```
19
Properties=species:S:1:pos:R:3:mulliken_charge:R:1
C -1.2954 -1.1042 -1.3198 -0.50
H 1.0046 -1.1685 -2.1018 0.28
C -0.0725 -0.9979 -2.4023 -0.89
H -1.0310 -1.6958 -0.3551 0.24
C 0.5444 2.1347 1.0289 -0.43
H 2.7749 -5.3732 4.1012 0.32
H -2.1043 -1.7133 -1.6183 0.44
S -1.8573 0.5985 -0.7474 -0.11
H -0.2030 0.0214 -2.9268 0.29
H -0.3899 1.7462 1.5916 0.21
H 2.6561 -5.0570 2.6065 0.31
H 2.6778 1.6181 0.8693 0.28
S -0.2332 1.8395 -0.6599 -0.13
C 1.7260 1.2252 1.2273 -0.88
H 1.7492 1.2551 2.3278 0.31
O 2.4025 -4.7456 3.4510 -0.64
H 1.5829 0.1711 1.0032 0.28
H -0.5679 -1.5311 -3.3246 0.27
H 0.6635 3.1381 1.5302 0.36
```

- Lowest unoccupied orbital energy: 0.8 eV
- Relative energy (zero: lowest compared OMol25 entry of this formula, charge and spin): 52.0 kcal per mole
- M: 140.27 g/mol
- SMILES: CCSSCC.O
- Energy: -1031.13502 Eh